122
Properties=species:S:1:pos:R:3 method="wB97M-V/def2-TZVPD" gap_ev=5.2 homo_ev=-1.4 spin_multiplicity=1 e_above_lowest_kcal_mol=17.7 charge=-2
Rb -0.5627 0.7678 -0.6247
N -0.8032 0.2836 2.3522
C -2.0901 0.7657 2.8651
C -3.0106 1.4630 1.8215
O -4.1973 1.5962 2.1895
O -2.4865 1.8281 0.7484
H -0.9614 -0.4453 1.6560
H -0.3220 -0.2013 3.1042
H -1.8925 1.5227 3.6315
H -2.6905 -0.0181 3.3399
C -2.1915 -5.9721 -4.6508
C -1.7810 -4.8501 -3.7344
C -1.2152 -5.0882 -2.5009
C -0.8059 -4.0610 -1.6403
C -0.1925 -4.3820 -0.3421
O 0.7503 -3.7764 0.1316
C -0.7842 -5.5240 0.4458
C -2.1465 -5.8049 0.4221
C -2.6650 -6.8106 1.2264
C -1.8241 -7.5561 2.0398
C -0.4620 -7.2805 2.0650
C 0.0519 -6.2600 1.2825
C -1.0053 -2.6953 -1.9956
O -0.7540 -1.6967 -1.2514
C -1.6220 -2.4725 -3.2782
C -1.9709 -3.5080 -4.1075
C -1.8060 -1.0484 -3.6923
N -2.8304 -0.3215 -3.4908
C -3.9981 -0.8389 -2.7980
C -4.0821 -0.3369 -1.3533
Te -3.5096 -1.7822 0.1452
C -5.4554 -1.9667 0.9746
C -6.0511 -0.8960 1.6429
C -7.3189 -1.0432 2.1918
C -7.9933 -2.2539 2.1023
C -7.3979 -3.3254 1.4515
C -6.1388 -3.1776 0.8850
C -0.6645 -0.4212 -4.4223
C 0.6520 -0.7434 -4.1043
C 1.7021 -0.0996 -4.7411
C 1.4494 0.8338 -5.7323
C 0.1393 1.1387 -6.0759
C -0.9120 0.5298 -5.4121
H -1.8402 -6.9326 -4.2696
H -1.7764 -5.8451 -5.6546
H -3.2788 -6.0390 -4.7582
H -1.0617 -6.1167 -2.1850
H -2.7971 -5.2108 -0.2085
H -3.7305 -7.0063 1.2215
H -2.2296 -8.3446 2.6627
H 0.1952 -7.8570 2.7053
H 1.1030 -6.0028 1.3099
H -2.4123 -3.2802 -5.0751
H -4.0593 -1.9317 -2.8327
H -4.8609 -0.4370 -3.3405
H -5.1159 -0.1678 -1.0507
H -3.5542 0.6090 -1.2207
H -5.5111 0.0423 1.7571
H -7.7707 -0.2038 2.7074
H -8.9784 -2.3629 2.5419
H -7.9163 -4.2747 1.3766
H -5.6825 -4.0078 0.3576
H 0.8616 -1.4550 -3.3183
H 2.7157 -0.3129 -4.4274
H 2.2706 1.3419 -6.2239
H -0.0622 1.8763 -6.8447
H -1.9407 0.7850 -5.6322
O 2.1514 -0.4153 -1.1911
H 2.0757 0.4447 -0.7098
H 1.4307 -1.0138 -0.9515
N 1.1352 3.2658 -0.2393
C 1.8794 2.3567 0.2957
H 1.1422 4.2056 0.1897
C -0.5890 4.8977 -2.9421
C -0.5202 3.4270 -3.3301
O 0.6890 2.8197 -2.9449
H -1.5201 5.3494 -3.2950
H 0.2520 5.4443 -3.3752
H -0.5470 5.0060 -1.8568
H -0.6009 3.3218 -4.4146
H -1.3888 2.8994 -2.9066
H 0.8176 3.0050 -1.9774
C 4.0323 4.9718 4.2795
Si 2.9472 4.8987 2.7115
C 3.5875 6.2284 1.5116
C 1.1683 5.3502 3.2042
Si 3.0471 2.7353 1.7414
Si 2.8582 1.1131 3.4310
C 2.5070 -0.5657 2.6398
C 1.4978 1.5881 4.6612
C 4.4670 0.9526 4.4380
Si 5.1532 2.4453 0.7298
C 5.5236 0.6211 0.4090
C 6.5757 3.1724 1.7649
C 5.1126 3.3474 -0.9394
H 4.0150 5.9716 4.7287
H 5.0705 4.7267 4.0462
H 3.6770 4.2694 5.0363
H 3.5439 7.2338 1.9421
H 2.9915 6.2276 0.5962
H 4.6248 6.0256 1.2334
H 0.8693 6.3067 2.7679
H 1.0702 5.4381 4.2894
H 0.4582 4.5938 2.8658
H 1.7293 -0.4748 1.8814
H 2.1909 -1.3105 3.3772
H 3.3981 -0.9521 2.1407
H 0.5701 1.8296 4.1389
H 1.8072 2.4642 5.2388
H 1.2924 0.7797 5.3695
H 5.3002 0.6292 3.8093
H 4.3474 0.2123 5.2356
H 4.7432 1.9030 4.9002
H 5.6921 0.0737 1.3397
H 6.4219 0.5170 -0.2079
H 4.6888 0.1517 -0.1173
H 6.6260 2.7120 2.7544
H 6.4399 4.2485 1.9007
H 7.5422 3.0199 1.2742
H 4.2801 2.9713 -1.5379
H 6.0392 3.2004 -1.5029
H 4.9680 4.4212 -0.7985